(1)
C7H13N2 | wB97M-V/def2-TZVPD

Last column: Löwdin charge in e.
Atoms and positions in Å:
C  0.4191  -1.7540  -1.6178  0.03
C  -0.6454  -0.9707  -1.5275  -0.19
N  -1.1045  -0.4961  -0.3155  -0.02
C  -1.9570  0.6650  -0.1403  -0.09
C  -1.1618  1.8700  0.4828  -0.01
N  -0.0354  1.5886  0.8417  0.14
C  0.7454  0.4980  0.7025  -0.27
C  0.8261  -0.2537  1.9574  0.02
C  1.7883  0.5388  -0.3720  0.02
H  0.8271  -1.9296  -2.6044  0.08
H  1.0736  -2.0990  -0.8237  0.07
H  -1.3336  -0.6722  -2.3042  0.13
H  -1.2675  -1.1142  0.4220  0.12
H  -2.8089  0.4758  0.5000  0.13
H  -2.3699  1.0114  -1.0617  0.12
H  -1.7634  2.7538  0.6244  0.14
H  1.8694  -0.6726  2.0246  0.14
H  0.2702  -1.1347  2.0330  0.08
H  0.5499  0.2570  2.7686  0.06
H  2.5779  1.0267  0.0524  0.07
H  1.3524  0.9795  -1.2764  0.12
H  2.1481  -0.5678  -0.3659  0.12

The net charge is +1. The calculation puts the max |F| at 0.1009 Eh/bohr. The HOMO energy is -13.1 eV. The calculation puts the energy at -383.6848 Ha. As for the SMILES: C=CNCC=[N+]=C(C)C. The spin multiplicity is 1. The lowest unoccupied orbital energy is -0.1470 hartree.



(2)
C7H13N2 | wB97M-V/def2-TZVPD

Last column: Löwdin charge in e.
Atoms and positions in Å:
C  -1.1010  -1.2573  -0.8561  -0.18
C  1.3419  -0.4074  -1.2209  -0.11
C  -1.2651  0.2534  -0.5509  -0.06
C  0.9678  0.9777  -0.6875  -0.13
C  -0.4652  1.3141  1.6333  -0.06
C  0.3212  -1.4727  -0.7188  -0.06
C  0.3938  -0.4549  1.1403  -0.06
N  -0.4492  -0.0189  2.2009  0.06
N  -0.0618  0.7156  0.2900  -0.18
H  -1.7025  -1.9704  -0.4024  0.10
H  -1.3690  -1.3166  -1.9547  0.15
H  1.3696  -0.3126  -2.3072  0.12
H  2.4697  -0.6469  -0.7698  0.19
H  -1.2269  0.6074  -1.6109  0.14
H  -2.2543  0.4866  -0.0809  0.15
H  1.7910  1.3393  -0.1121  0.13
H  0.5681  1.5813  -1.4493  0.12
H  -1.5249  1.8208  1.6299  0.17
H  0.3402  1.9662  2.0627  0.15
H  0.6118  -2.5555  -0.7020  0.14
H  1.4141  -0.4473  1.3779  0.12
H  -0.1694  -0.2017  3.0886  0.09

The net charge is +1. The calculation puts the max |F| at 0.0774 Eh/bohr. The HOMO energy is -12.8 eV. The calculation puts the energy at -383.6208 Ha. The spin multiplicity is 1. The lowest unoccupied orbital energy is -0.1153 hartree.



(3)
C7H13N2 | wB97M-V/def2-TZVPD

Last column: Löwdin charge in e.
Atoms and positions in Å:
C  1.3051  -2.0627  -0.5702  -0.01
C  1.1586  -0.5293  -0.4998  -0.29
C  0.0345  0.2934  -1.0935  -0.07
C  -1.1319  0.8421  -0.1909  -0.31
N  -2.0585  -0.2439  0.2614  0.04
C  -0.6833  1.7232  1.0226  0.02
C  0.3439  1.8556  1.8386  -0.04
C  1.3620  0.9422  1.4413  -0.01
N  0.8896  -0.1813  0.9429  0.05
H  0.4506  -2.5533  -0.2415  0.05
H  2.2490  -2.3999  -0.0069  0.13
H  1.5364  -2.1593  -1.6465  0.10
H  2.0448  -0.0251  -0.7463  0.13
H  -0.4653  -0.3512  -1.7791  0.12
H  0.4717  1.0763  -1.6182  0.11
H  -1.7172  1.4776  -0.8152  0.13
H  -2.0610  -1.0206  -0.4042  0.08
H  -3.0432  0.0946  0.1490  0.11
H  -1.4215  2.5687  1.2434  0.15
H  0.4466  2.4014  2.7453  0.12
H  2.4978  1.0704  1.3394  0.19
H  -0.0794  -0.5851  1.2578  0.19

The net charge is +1. The calculation puts the max |F| at 0.0928 Eh/bohr. The HOMO energy is -14.2 eV. The calculation puts the energy at -383.6850 Ha. As for the SMILES: C[C@H]1C[C@@H](N)C=CC=[NH+]1. The spin multiplicity is 1. The lowest unoccupied orbital energy is -0.1796 hartree.



(4)
C7H13N2 | wB97M-V/def2-TZVPD

Last column: Löwdin spin population.
Atoms and positions in Å:
C  -0.5347  -0.6521  0.5448  0.74
C  1.0750  0.9528  -0.4726  0.00
C  0.9314  -0.0312  0.6728  0.08
C  -0.9422  -0.0851  -0.8347  0.11
C  -1.2013  -1.6149  1.1889  0.73
C  -0.6762  -2.2903  2.4143  0.12
C  -0.1733  1.7301  -2.4137  0.00
N  0.0014  0.9051  -1.2561  0.01
N  2.0354  1.8424  -0.2799  0.00
H  1.6753  -0.6716  0.6375  0.02
H  1.0330  0.4578  1.6204  0.02
H  -0.9846  -1.0399  -1.4947  0.05
H  -1.9836  0.2557  -0.9859  0.02
H  -2.1633  -1.8124  0.8878  0.04
H  -1.3633  -3.2731  2.6625  0.00
H  -0.7375  -1.6397  3.3162  0.04
H  0.3762  -2.6375  2.3682  0.02
H  -0.3322  1.1444  -3.3866  0.00
H  -0.8914  2.4200  -2.1814  0.00
H  0.6249  2.5106  -2.4149  0.00
H  2.7505  1.6691  0.4131  0.00
H  2.1516  2.5697  -1.0510  0.00

The net charge is +1. The calculation puts the max |F| at 0.2470 Eh/bohr. The HOMO energy (spin up / spin down) is -8.9 / -14.5 eV. The calculation puts the energy at -383.5915 Ha. The spin multiplicity is 3. The lowest unoccupied orbital energy (spin up / spin down) is -0.1182 / -0.2005 hartree.



(5)
C7H13N2O | wB97M-V/def2-TZVPD

Last column: Löwdin charge in e.
Atoms and positions in Å:
C  -1.4100  -1.2564  0.0663  -0.06
C  -0.8549  -0.0662  -0.7022  -0.60
C  -1.1196  1.3295  -0.0183  -0.03
C  -1.4718  -0.0884  -2.0782  -0.06
C  0.6617  -0.1449  -0.6816  -0.03
N  1.4352  -0.2822  0.6623  -0.01
C  2.3207  0.6427  1.1735  0.07
C  2.6731  0.0609  2.3297  0.01
O  2.0549  -1.1093  2.4488  0.10
N  1.2341  -1.3200  1.4404  0.19
H  -0.9103  -1.4161  1.0532  0.07
H  -1.4426  -2.2182  -0.4635  0.09
H  -2.5416  -0.9665  0.2544  0.14
H  -1.2135  2.2181  -0.6811  0.11
H  -0.3215  1.7219  0.6249  0.07
H  -1.9555  1.4495  0.5934  0.06
H  -2.5353  0.2633  -1.9239  0.11
H  -1.0387  0.6609  -2.8766  0.13
H  -1.4886  -1.0557  -2.6559  0.10
H  1.0224  -1.0413  -1.1745  0.15
H  0.9846  0.7178  -1.1081  0.10
H  2.5176  1.5287  0.6925  0.13
H  3.3997  0.3720  3.0246  0.15

The net charge is +1. The calculation puts the max |F| at 0.0657 Eh/bohr. The HOMO energy is -15.1 eV. The calculation puts the energy at -458.8994 Ha. As for the SMILES: CC(C)(C)C[n+]1ccon1. The spin multiplicity is 1. The lowest unoccupied orbital energy is -0.1841 hartree.



(6)
C7H13N2O2S | wB97M-V/def2-TZVPD

Last column: Löwdin charge in e.
Atoms and positions in Å:
C  -0.8665  1.5594  -0.7580  -0.50
C  2.3916  -0.7606  0.1614  -0.18
C  -1.3012  0.2224  -0.4426  -0.22
C  1.8907  -0.9784  1.2485  -0.06
C  0.2302  1.5687  -1.8382  -0.04
C  -0.9579  -1.0457  -1.1673  0.01
C  1.0283  -1.3894  2.4369  -0.10
N  -2.0529  -0.0624  0.6224  -0.22
N  2.9650  -0.2480  -0.9571  0.06
O  -2.1991  0.9588  1.5756  0.05
O  -2.5651  -1.1357  0.9098  0.13
S  -1.4400  2.9970  -0.1954  1.14
H  -0.1971  0.8936  -2.6476  0.12
H  0.3605  2.5482  -2.1873  0.06
H  1.1861  1.0653  -1.4561  0.10
H  -0.3326  -0.9427  -2.0508  0.09
H  -1.8255  -1.6565  -1.2057  0.09
H  -0.3287  -1.6175  -0.4579  0.10
H  1.6275  -1.7379  3.2516  0.06
H  0.4740  -0.6737  3.1034  0.08
H  0.4952  -2.2009  1.9899  0.06
H  2.4756  -0.5261  -1.7361  0.05
H  3.8922  0.1130  -1.0736  0.11
H  -2.6804  0.4355  2.2374  0.15
H  -2.2698  2.6134  0.6367  -0.14

The net charge is +1. The calculation puts the max |F| at 0.0844 Eh/bohr. The HOMO energy (spin up / spin down) is -11.5 / -11.5 eV. The calculation puts the energy at -932.2027 Ha. The spin multiplicity is 1. The lowest unoccupied orbital energy (spin up / spin down) is -0.2226 / -0.2225 hartree.



(7)
C7H13N2O3 | wB97M-V/def2-TZVPD

Last column: Löwdin charge in e.
Atoms and positions in Å:
C  1.3260  1.4112  -0.4067  -0.15
C  -2.5574  -2.4804  -2.1471  -0.48
C  1.5819  1.8601  0.8057  -0.07
C  -1.0839  -1.0339  -1.0481  -0.18
C  -3.6686  -3.4404  -1.8831  0.04
C  -0.7870  -0.8506  1.2884  -0.11
C  3.6788  2.7735  1.7445  0.01
N  -0.4952  -0.4953  -0.0768  0.00
N  2.4191  3.0429  1.0045  0.00
O  1.2566  1.1797  -1.5323  0.24
O  -2.1204  -2.1578  -3.2094  0.14
O  -2.0570  -1.9690  -0.9658  0.06
H  1.1690  1.3934  1.6804  0.12
H  -0.8095  -0.7336  -2.0573  0.14
H  -3.4077  -4.4071  -2.3103  0.10
H  -4.5629  -3.0902  -2.3967  0.10
H  -3.8602  -3.5396  -0.8202  0.09
H  -1.2144  0.0218  1.7836  0.08
H  -1.4776  -1.6892  1.3820  0.08
H  0.1555  -1.1041  1.7758  0.08
H  3.4504  2.4011  2.7427  0.11
H  4.2642  2.0230  1.2166  0.11
H  4.2623  3.6906  1.8289  0.11
H  2.6520  3.4338  0.0810  0.19
H  1.8858  3.7601  1.5196  0.19

The net charge is +1. The calculation puts the max |F| at 0.0321 Eh/bohr. The HOMO energy is -12.9 eV. The calculation puts the energy at -609.4543 Ha. The spin multiplicity is 1. The lowest unoccupied orbital energy is -0.1420 hartree.



(8)
C7H13N2S | wB97M-V/def2-TZVPD

Last column: Löwdin charge in e.
Atoms and positions in Å:
C  1.9582  0.0890  -0.3950  -0.42
C  -2.7519  0.8555  0.0119  0.07
C  -1.3688  0.8860  0.1885  -0.26
C  -0.5443  -0.2713  -0.0859  -0.27
C  -0.8520  2.1149  0.8691  -0.04
C  -1.6911  -2.2880  0.5919  0.04
C  4.4916  0.4161  -0.9371  -0.33
N  0.7830  -0.2238  -0.2061  0.05
N  -1.0425  -1.5235  -0.5389  0.08
S  3.3605  -0.0376  0.4623  0.96
H  -3.3316  1.7542  0.0052  0.07
H  -3.4409  0.0363  -0.1006  0.05
H  0.0294  2.1363  1.4665  0.08
H  -0.6518  2.8471  0.0754  0.10
H  -1.7028  2.5483  1.3747  0.08
H  -2.6211  -1.7492  0.8719  0.10
H  -2.0056  -3.3091  0.4641  0.10
H  -1.0103  -2.2104  1.4025  0.10
H  5.3114  0.0839  -0.3871  -0.01
H  4.5870  1.4236  -1.2912  0.05
H  4.4657  -0.2514  -1.7983  0.06
H  -1.7662  -1.3533  -1.2042  0.17
H  -0.2061  -1.9734  -0.8395  0.17

The net charge is +1. The calculation puts the max |F| at 0.0830 Eh/bohr. The HOMO energy (spin up / spin down) is -11.3 / -11.3 eV. The calculation puts the energy at -781.8326 Ha. The spin multiplicity is 1. The lowest unoccupied orbital energy (spin up / spin down) is -0.1371 / -0.1371 hartree.



(9)
C7H13N2S | wB97M-V/def2-TZVPD

Last column: Löwdin spin population.
Atoms and positions in Å:
C  0.0390  -2.2122  -1.7200  0.36
C  -0.8315  -2.3113  0.2888  0.40
C  -0.4459  -0.7661  -1.7106  0.06
C  2.1662  0.8695  1.5652  0.00
C  -2.4774  -0.1348  -0.4236  0.01
C  1.0115  -0.1536  1.2142  0.02
C  -0.2485  0.5949  0.3789  0.01
N  -0.2030  -2.9027  -0.6746  0.01
N  -0.9879  -0.4229  -0.4390  0.16
S  -1.3436  -2.4708  1.7958  0.91
H  0.5640  -2.7936  -2.6144  0.01
H  0.3718  -0.1471  -2.1024  0.01
H  -1.2138  -0.7902  -2.4632  0.02
H  2.7126  1.1453  0.6346  0.00
H  1.7609  1.7190  2.1102  0.00
H  2.9069  0.4943  2.2437  0.00
H  -2.9715  -1.0639  -0.0106  0.00
H  -2.4924  0.7167  0.1940  0.00
H  -2.9341  0.1409  -1.4309  0.00
H  0.7277  -0.7113  2.1929  0.01
H  1.3642  -0.8951  0.5824  0.00
H  -0.7945  1.0151  1.2027  0.00
H  0.0957  1.4245  -0.2145  0.00

The net charge is +1. The calculation puts the max |F| at 0.0815 Eh/bohr. The HOMO energy (spin up / spin down) is -11.6 / -14.7 eV. The calculation puts the energy at -781.7743 Ha. The spin multiplicity is 3. The lowest unoccupied orbital energy (spin up / spin down) is -0.1400 / -0.2906 hartree.



(10)
C7H13N3O | wB97M-V/def2-TZVPD

Last column: Löwdin charge in e.
Atoms and positions in Å:
C  -1.0496  2.2799  0.7876  -0.10
C  -1.4726  0.7792  0.5386  -0.18
C  -0.4201  -0.2639  0.8433  -0.55
C  0.3031  0.0300  2.0896  -0.03
O  -1.0362  -1.5040  0.6965  0.00
C  0.6906  -0.0894  -0.3085  -0.20
N  1.5260  0.9092  -0.3282  0.03
N  2.2415  0.9118  -1.4924  0.04
C  1.8780  -0.1895  -2.0808  -0.18
N  0.9017  -0.8850  -1.4274  -0.05
C  0.1551  -1.9605  -1.9452  -0.03
H  -0.1094  2.4757  0.2328  0.05
H  -1.0656  2.6164  1.9365  0.11
H  -1.8157  2.9536  0.3212  0.07
H  -2.3381  0.5842  1.1857  0.12
H  -1.8313  0.6850  -0.5013  0.12
H  -0.2784  0.1377  2.9539  0.08
H  1.0795  0.7812  1.9521  0.09
H  0.8629  -0.9392  2.3064  0.12
H  -0.6751  -1.9919  1.4590  0.11
H  2.4532  -0.5636  -2.9284  0.13
H  0.8780  -2.6552  -2.2733  0.08
H  -0.4279  -2.2989  -1.1223  0.07
H  -0.4496  -1.8027  -2.8954  0.12

The calculation puts the max |F| at 0.0866 Eh/bohr. The HOMO energy is -9.5 eV. The calculation puts the energy at -513.9800 Ha. As for the SMILES: CC[C@@](C)(O)c1nncn1C. The spin multiplicity is 1. The lowest unoccupied orbital energy is 0.0243 hartree.



Among the records above, which one has the lowest energy?
C7H13N2O2S